# 1
Here is C10H22Cl2NO5Ti as an isolated structure from the OMol25 dataset. Energies are from ωB97M-V/def2-TZVPD.

The total energy is -2594.874482 hartree. The HOMO energy (alpha / beta) is -9.766 / -12.841 eV. As for the spin multiplicity: 3. The expectation value of S² is 2.00. As for the total charge: +1. The energy above the lowest of the compared OMol25 structures with the same formula, charge and spin comes out at 11.79 kcal per mole.

Element x y z (Å)
Ti: 0.0553 -0.4397 0.4901
C: 1.1955 2.6340 1.0669
O: 0.0449 1.7981 0.9020
C: -1.1591 2.5295 0.7364
C: -2.3053 1.5405 0.6155
O: -1.9372 0.3656 -0.1358
C: -2.0928 0.4387 -1.5615
C: -0.8701 1.0065 -2.2474
O: 0.2960 0.3798 -1.7256
C: 1.4865 0.9086 -2.3282
H: 1.0438 3.3061 1.9129
H: 1.3608 3.2173 0.1581
H: 2.0393 1.9749 1.2463
H: -1.0750 3.1770 -0.1427
H: -1.3337 3.1672 1.6085
H: -3.1720 2.0105 0.1492
H: -2.5940 1.1685 1.5954
H: -2.9718 1.0386 -1.8029
H: -2.2837 -0.5831 -1.8868
H: -0.7946 2.0888 -2.0998
H: -0.9476 0.8215 -3.3237
H: 1.5082 0.6457 -3.3869
H: 2.3264 0.4743 -1.7973
H: 1.5018 1.9958 -2.2221
N: -0.3572 -2.4031 -0.7180
C: 0.7798 -3.3786 -0.6343
C: 2.1061 -2.6245 -0.5350
C: 1.9256 -1.5849 0.5464
O: 1.2515 -1.9221 1.5639
O: 2.2041 -0.3521 0.3557
H: -1.2279 -2.8922 -0.5355
H: -0.4135 -2.0758 -1.6792
H: 0.7715 -4.0532 -1.4904
H: 0.6378 -3.9600 0.2718
H: 2.3612 -2.1343 -1.4751
H: 2.9129 -3.3114 -0.2758
Cl: -1.5311 -1.3051 2.4683
C: -0.4289 -1.0812 3.8960
Cl: 0.5563 0.3557 3.7425
H: 0.2055 -1.9570 3.9197
H: -1.0754 -0.9848 4.7581

Atoms 1-2, force components in eV/Å:
-0.57 0.31 -0.28
-0.05 -0.08 0.00



# 2
Here is a 2-piece molecular cluster, C10H22Cl3N2OS overall from the OMol25 dataset. Energies are from ωB97M-V/def2-TZVPD.

The total energy is -2357.486761 hartree. The HOMO energy is -12.065 eV. As for the total charge: +1. The energy above the lowest of the compared OMol25 structures with the same formula, charge and spin comes out at 0.00 kcal per mole.

Element x y z (Å)
C: -2.8481 -3.9095 4.1090
C: -2.6888 -2.6940 3.2321
O: -3.1908 -2.6120 2.1376
N: -1.8709 -1.6535 3.7026
C: -0.7504 -1.2945 2.8322
C: -1.1576 -0.2412 1.7866
C: -0.0919 0.8273 1.5391
C: 1.1152 0.2142 0.8412
S: 2.2859 1.4973 0.2966
C: 2.9942 0.8494 -1.2431
C: 2.1680 1.3122 -2.4388
C: 0.7333 0.7944 -2.4961
N: 0.6838 -0.6543 -2.2791
H: -3.8916 -4.2216 4.0977
H: -2.2567 -4.7173 3.6754
H: -2.5420 -3.7401 5.1406
H: -1.5963 -1.8065 4.6625
H: 0.0509 -0.9039 3.4658
H: -0.3532 -2.1826 2.3280
H: -2.0797 0.2327 2.1183
H: -1.3691 -0.7422 0.8380
H: 0.2059 1.2722 2.4942
H: -0.5036 1.6335 0.9261
H: 0.8464 -0.3240 -0.0733
H: 1.6675 -0.4791 1.4762
H: 3.2985 1.2594 1.1457
H: 3.0538 -0.2344 -1.1540
H: 4.0062 1.2523 -1.2959
H: 2.1505 2.4040 -2.4769
H: 2.7147 0.9763 -3.3249
H: 0.1133 1.2837 -1.7355
H: 0.3226 1.1010 -3.4610
H: -0.2835 -0.9541 -2.2054
H: 1.0500 -1.1403 -3.0922
C: -0.4423 3.5935 -5.1887
Cl: 1.3166 3.6484 -5.3305
Cl: -1.0482 1.9858 -5.5865
Cl: -0.9518 4.0703 -3.5672
H: -0.8607 4.2974 -5.8962

Atoms 1-2, force components in eV/Å:
-0.46 0.19 0.22
0.00 0.39 -0.07



# 3
Here is a 2-piece molecular cluster, C10H22ClF4N5O5P2S2 overall from the OMol25 dataset. Energies are from ωB97M-V/def2-TZVPD.

The total energy is -3382.596431 hartree. The HOMO energy is -8.618 eV. The energy above the lowest of the compared OMol25 structures with the same formula, charge and spin comes out at 204.15 kcal per mole.

Element x y z (Å)
C: -5.4247 -1.2527 -0.6585
C: -3.9178 -1.9053 -0.9778
C: -3.1935 -1.0874 -2.2424
C: -2.5262 0.2552 -1.5790
C: -1.0708 0.6904 -2.1951
C: 0.0427 -0.5083 -2.2749
C: 0.3744 -1.2532 -0.8540
F: -0.7142 -1.8392 -0.0382
N: 1.2331 -2.4480 -1.3184
C: 0.4857 -3.6235 -1.9085
C: 1.7158 -2.9828 0.0187
N: 1.7404 -4.2608 0.5399
N: 2.2141 -1.6815 0.6809
P: 2.5806 -1.8841 2.4189
N: 4.1672 -2.3378 2.4876
C: 1.3232 -0.5288 0.2677
F: 0.5112 -0.3023 1.5089
P: 2.5923 0.8009 -0.2480
O: 3.5679 1.0533 1.2159
Cl: 1.6939 2.7059 -0.5869
H: -5.2751 -0.3113 0.0343
H: -6.0813 -2.0852 -0.1104
H: -5.9744 -0.9698 -1.6655
H: -4.0732 -3.0191 -1.3013
H: -3.3155 -1.7798 0.0282
H: -2.4194 -1.7760 -2.7935
H: -4.1053 -0.7602 -2.9395
H: -2.3981 0.1512 -0.4011
H: -3.2723 1.1546 -1.8126
H: -1.2740 1.0302 -3.3216
H: -0.7290 1.6562 -1.6300
H: 1.0652 -0.0133 -2.6419
H: -0.2787 -1.2382 -3.1386
H: 1.2948 -4.4898 -2.0522
H: 0.0797 -3.4143 -3.0115
H: -0.3440 -4.0821 -1.2151
H: 2.2723 -5.0449 0.0659
H: 1.2425 -4.5393 1.4379
H: 2.4641 -0.6804 3.2010
H: 1.8552 -3.0178 2.9951
H: 4.5036 -2.3569 1.4790
H: 2.9318 1.4396 1.9169
N: 2.4809 6.0487 2.2529
S: 1.9217 7.4760 2.5951
O: 1.4806 7.7154 3.9650
O: 1.1853 8.1827 1.5535
F: 3.2925 8.3061 2.5872
S: 1.3418 4.9654 2.2630
O: 1.8369 3.5892 2.2768
O: 0.1835 5.1735 1.4021
F: 0.7125 5.0795 3.7243

Atoms 1-2, force components in eV/Å:
0.47 -0.69 -0.03
-0.96 0.50 -0.53



# 4
Here is C10H22ClIO3PPt as an isolated structure from the OMol25 dataset. Energies are from ωB97M-V/def2-TZVPD.

The total energy is -1837.196311 hartree. The HOMO energy (alpha / beta) is -18.501 / -20.139 eV. As for the spin multiplicity: 5. The expectation value of S² is 6.02. As for the total charge: +3. The energy above the lowest of the compared OMol25 structures with the same formula, charge and spin comes out at 30.96 kcal per mole.

Element x y z (Å)
C: -3.2476 1.7080 -3.7307
C: -2.8286 0.5435 -2.8590
H: -3.9577 1.3444 -4.4885
H: -2.3640 2.2202 -4.1505
H: -3.7762 2.5306 -3.2010
O: -2.8527 -0.6452 -3.0747
I: -3.7423 1.8501 -0.3708
Pt: -1.4946 0.5544 -1.1450
P: 0.5941 -0.4601 -1.3533
C: 0.3659 -2.1127 -0.5969
C: 0.9494 -0.6363 -3.1530
H: 2.5964 0.9166 -1.0401
H: 2.9684 -0.8453 -1.0204
H: 2.2118 -0.0853 0.4336
C: 2.2600 -0.0650 -0.6708
H: 1.2260 0.3532 -3.5482
H: 1.7647 -1.3676 -3.2788
H: 1.2202 -2.7287 -0.9142
H: -0.5784 -2.5478 -0.9656
H: 0.0241 -1.0022 -3.6252
H: 0.3595 -1.9504 0.4959
C: -2.4142 -0.9670 -0.5399
O: -2.9683 -1.9822 -0.5719
Cl: 0.1225 2.3836 -1.7639
C: 2.9473 -0.4824 3.3106
C: 1.5300 -1.0128 3.1799
O: 0.6833 -0.2840 2.2557
C: 0.3158 1.0776 2.5980
C: -1.1762 1.1744 2.8493
H: 3.4333 -0.3766 2.3468
H: 3.5091 -1.2002 3.9030
H: 2.9526 0.4706 3.8369
H: 1.5601 -2.0365 2.7592
H: 1.0490 -1.0686 4.1816
H: 0.8718 1.4251 3.4634
H: 0.5894 1.6878 1.7477
H: -1.5265 0.3884 3.5377
H: -1.4358 2.1636 3.2706
H: -1.7415 1.0646 1.8926

Atoms 1-2, force components in eV/Å:
-0.95 0.10 -0.07
0.70 0.27 -1.73



# 5
Here is a 5-piece molecular cluster, C10H22F3N13O7 overall from the OMol25 dataset. Energies are from ωB97M-V/def2-TZVPD.

The total energy is -1932.365507 hartree. The HOMO energy is -9.515 eV. The SMILES is O=NOc1nnc(CCOCC(F)(F)F)nn1.NC(N)=O.NC(N)=O.NC(N)=O.NC(N)=O.

Element x y z (Å)
O: 0.6817 -0.4616 -0.9898
N: 1.2546 -0.7027 -1.9528
O: 1.3865 0.4602 -2.8750
C: 0.4999 1.4516 -2.6408
N: 0.9941 2.6370 -2.3102
N: 0.1354 3.5928 -2.1087
C: -1.1682 3.3111 -2.2071
C: -2.1187 4.4285 -1.9135
C: -3.5952 4.1739 -2.2077
O: -4.3314 3.7811 -1.0574
C: -4.3515 2.4168 -0.7587
C: -5.2098 1.5802 -1.7186
F: -6.0387 2.3389 -2.4474
F: -5.9635 0.7025 -1.0247
F: -4.4706 0.8539 -2.5797
N: -1.6366 2.1160 -2.5452
N: -0.7785 1.1567 -2.7829
H: -1.9837 4.7506 -0.8793
H: -1.7815 5.2693 -2.5252
H: -3.7270 3.4714 -3.0333
H: -4.0468 5.1139 -2.5183
H: -4.8124 2.3229 0.2228
H: -3.3578 1.9651 -0.7081
N: 3.0165 4.6913 -0.9236
C: 2.8032 5.0664 0.3716
N: 3.8887 5.5898 1.0234
O: 1.7193 4.9426 0.9159
H: 3.8977 4.7817 -1.3906
H: 2.2291 4.3006 -1.4099
H: 3.7587 5.8671 1.9778
H: 4.7892 5.6980 0.5984
N: 2.0739 -3.6976 0.6570
C: 3.0532 -4.5327 0.2357
N: 3.4312 -4.4217 -1.0725
O: 3.5681 -5.3482 0.9956
H: 1.6058 -3.0128 0.0950
H: 1.7897 -3.7888 1.6093
H: 4.1554 -5.0345 -1.3957
H: 3.0234 -3.7617 -1.7066
N: 3.5872 -5.4000 5.2200
C: 2.5474 -4.5201 5.0876
N: 2.0984 -4.3649 3.8053
O: 2.0637 -3.9264 6.0351
H: 3.9958 -5.8824 4.4414
H: 3.9516 -5.5449 6.1420
H: 1.3410 -3.7206 3.6653
H: 2.5033 -4.8654 3.0278
N: -2.1102 -2.8045 -0.3986
C: -1.5878 -3.0717 0.8355
N: -2.3912 -3.7877 1.6715
O: -0.4747 -2.6929 1.1697
H: -3.0192 -3.1089 -0.6909
H: -1.5468 -2.2743 -1.0355
H: -2.0357 -3.9971 2.5859
H: -3.3063 -4.1076 1.4183

Atoms 1-2, force components in eV/Å:
-0.11 -0.12 -0.07
0.25 -0.03 0.28



# 6
Here is C10H22F3O8Y as an isolated structure from the OMol25 dataset. Energies are from ωB97M-V/def2-TZVPD.

The total energy is -1334.042512 hartree. The HOMO energy (alpha / beta) is -4.030 / -4.030 eV. As for the spin multiplicity: 2. The expectation value of S² is 0.76. As for the total charge: -1.

Element x y z (Å)
Y: -2.3884 -21.6915 -15.9497
O: -3.8474 -19.7970 -15.4907
C: -4.2611 -19.9102 -14.1366
C: -4.1012 -21.2672 -13.3738
O: -2.9856 -22.1584 -13.7012
H: -5.2770 -19.5421 -13.9933
H: -3.7248 -19.1359 -13.5881
H: -5.0445 -21.8082 -13.4485
H: -4.1465 -21.1985 -12.2869
O: -1.4905 -23.9034 -16.1152
C: -0.5747 -23.9970 -17.2422
C: -0.0540 -25.4497 -17.7958
O: 0.4107 -26.2924 -16.7407
H: 0.3363 -23.5249 -16.8744
H: -1.0519 -23.4554 -18.0589
H: 0.6383 -25.3916 -18.6356
H: -0.9041 -25.9711 -18.2358
C: 0.2669 -19.8189 -15.8717
O: -0.7825 -19.6943 -16.9233
O: -0.3367 -20.7987 -15.0337
C: 1.7735 -20.0227 -16.5256
F: 2.1152 -18.9672 -17.2266
F: 2.6997 -20.1946 -15.6491
F: 1.8427 -21.1372 -17.3528
C: -0.9875 -18.4550 -17.6387
C: -0.3152 -18.5329 -19.0314
H: -0.2660 -19.5455 -19.4318
H: -0.9470 -17.9604 -19.7105
H: 0.6410 -18.0098 -19.0166
H: -0.7767 -17.6228 -16.9670
H: -2.0729 -18.4606 -17.7384
H: 0.3235 -18.8927 -15.2998
C: -3.6184 -20.3878 -19.0644
O: -2.9528 -21.4261 -18.3159
H: -4.4274 -19.9478 -18.4813
H: -2.9552 -19.5522 -19.2882
H: -4.0180 -20.8674 -19.9578
H: -3.2348 -22.1920 -18.8213
C: -5.6568 -22.8511 -16.5439
O: -4.2351 -23.1174 -16.5549
H: -6.0548 -23.4785 -15.7463
H: -5.9784 -21.8299 -16.3393
H: -5.9649 -23.2570 -17.5074
H: -4.2041 -24.0067 -16.9152

Atoms 1-2, force components in eV/Å:
1.12 0.36 3.91
0.32 -2.36 -0.03